The following is a DFT calculation (ωB97M-V/def2-TZVPD) of a molecular structure, C9H9N3O5Sm.

Values from the calculation:
Maximum force: 7.89 eV/Å
Multiplicity: 6
M: 389.55 g/mol
Highest occupied orbital energy (alpha / beta): -19.89 / -19.89 eV
Charge: +3
LUMO level (alpha / beta): -13.670 / -13.139 eV
Kohn-Sham gap (alpha / beta): 0.22852 / 0.24811 Eh
E_tot: -1545.69628 Ha

CARTESIAN COORDINATES (ANGSTROEM)
Sm: 0.42139 -0.61607 -1.55395
C: 0.27029 1.72991 -2.72260
O: 0.37241 2.71675 -3.31238
C: -0.09328 -0.76810 -4.17055
O: -0.22140 -0.53172 -5.27904
C: -1.96382 -0.38210 -2.53451
O: -3.06168 -0.07821 -2.69770
C: 2.38827 0.09412 -2.68465
O: 3.40462 0.41108 -3.12965
H: -0.41576 -4.81703 -1.36883
H: -0.70133 -5.11841 -1.97440
C: 1.61367 -1.09773 3.14105
N: 0.60212 -0.22236 2.51706
C: -0.11521 0.77142 3.16985
C: -0.99192 1.56662 2.44223
C: -1.01535 1.40523 1.04238
N: -0.23123 0.49529 0.41402
C: 0.50940 -0.35746 1.18390
O: 1.15491 -1.27921 0.53134
N: -1.80557 2.11313 0.23480
H: 1.68933 -0.90887 4.21280
H: 2.58667 -0.92577 2.65312
H: 1.34477 -2.14658 2.94923
H: 0.10314 0.80720 4.24250
H: -1.63292 2.36284 2.85183
H: -2.38416 2.84159 0.60489
H: -1.82739 1.93446 -0.76275

The following is a DFT calculation (ωB97M-V/def2-TZVPD) of a molecular structure, C9H9N3O5V.

Values from the calculation:
Maximum force: 8.53 eV/Å
Multiplicity: 4
Energy above the lowest of the compared OMol25 structures with the same formula, charge and spin: 0.0 kcal/mol
M: 290.13 g/mol
Highest occupied orbital energy (alpha / beta): -16.76 / -16.76 eV
Charge: +2
LUMO level (alpha / beta): -8.462 / -10.217 eV
Kohn-Sham gap (alpha / beta): 0.30497 / 0.24029 Eh
E_tot: -1832.18188 Ha

CARTESIAN COORDINATES (ANGSTROEM)
V: 1.25428 -1.50099 -1.03865
C: 1.58720 -2.28942 0.67302
O: 1.81244 -2.64962 1.76000
C: 2.62924 -2.53759 -1.92575
O: 3.46382 -3.06171 -2.55301
C: 2.34301 0.31886 -1.11779
O: 3.26387 0.94292 -1.46865
C: -0.53150 -2.00974 -1.57666
O: -1.62655 -2.07137 -1.97743
H: 0.61502 -0.60720 -2.78660
H: 1.19937 -1.09089 -3.02189
C: -0.48779 3.49055 0.58631
N: -0.74072 2.05128 0.72185
C: -1.82687 1.63301 1.42959
C: -2.02507 0.30549 1.61227
C: -1.15027 -0.61266 1.00889
N: -0.15339 -0.19687 0.19491
C: 0.07745 1.13536 0.11340
O: 1.08316 1.60571 -0.51003
N: -1.38117 -1.91333 1.25345
H: 0.50231 3.75478 0.97246
H: -1.27410 3.95882 1.17902
H: -0.51405 3.82348 -0.46033
H: -2.44777 2.43456 1.81803
H: -2.82107 -0.09214 2.22603
H: -2.06139 -2.15378 1.97168
H: -0.78947 -2.66752 0.91588

The following is a DFT calculation (ωB97M-V/def2-TZVPD) of 2 unconnected molecules or ions with the total composition C9H9N4O2.

Values from the calculation:
Maximum force: 5.86 eV/Å
Energy above the lowest of the compared OMol25 structures with the same formula, charge and spin: 159.6 kcal/mol
M: 205.20 g/mol
Highest occupied orbital energy (alpha / beta): -12.33 / -12.33 eV
Charge: +1
LUMO level (alpha / beta): -5.234 / -5.239 eV
Kohn-Sham gap (alpha / beta): 0.26075 / 0.26076 Eh
E_tot: -717.40397 Ha

CARTESIAN COORDINATES (ANGSTROEM)
C: 0.66924 2.72790 -0.16618
C: 1.86020 1.87273 -0.17991
C: -0.57991 2.14547 0.12548
C: 1.68116 0.51682 0.01007
C: -0.68603 0.78952 0.27666
C: 0.48809 -0.09168 0.18737
C: 2.49580 -1.83642 -0.08757
C: 1.24432 -2.26732 0.19095
C: 2.88163 -0.43017 -0.18917
N: -2.03603 -1.01342 -0.89355
N: -2.26006 -2.03839 -0.34910
N: -2.97275 0.98051 0.66122
N: -1.89921 0.26123 0.58108
O: 4.00749 -0.03036 -0.41441
O: 0.23440 -1.38930 0.44829
H: 0.67988 3.85498 -0.23982
H: 2.94093 2.14542 -0.40388
H: -1.44029 2.75293 -0.07334
H: 3.35349 -2.43883 -0.20810
H: 1.01124 -3.38728 0.34728
H: -2.06078 -2.48974 0.61526
H: -2.76315 -2.77562 -1.02556
H: -3.08877 1.80385 0.07875
H: -3.76090 0.33718 0.70818

The following is a DFT calculation (ωB97M-V/def2-TZVPD) of a molecular structure, C9H9NO.

Values from the calculation:
Maximum force: 6.35 eV/Å
Energy above the lowest of the compared OMol25 structures with the same formula, charge and spin: 173.3 kcal/mol
M: 147.18 g/mol
Highest occupied orbital energy: -7.79 eV
Charge: 0
LUMO level: 0.242 eV
Kohn-Sham gap: 0.29527 Eh
E_tot: -478.09661 Ha

CARTESIAN COORDINATES (ANGSTROEM)
C: -2.81550 -0.73457 0.05424
C: -1.33363 -0.50653 0.35680
C: -1.02474 1.02735 0.40567
C: 0.21691 1.55793 0.25621
C: 1.37177 0.78834 -0.07897
C: 3.42193 -0.15295 -0.09940
C: 2.54725 -1.17731 0.17051
C: 1.22412 -0.68670 0.14131
C: -0.19052 -1.25673 -0.02799
H: -4.61169 0.92428 -0.03826
H: -2.98982 -1.49710 -0.90851
H: -3.12822 -1.11459 1.20096
H: -1.86909 1.71282 0.37960
H: -0.22271 2.71844 -0.20835
H: 3.06871 2.07116 -0.14884
H: 4.59050 -0.41833 -0.34387
H: 2.73944 -2.35217 0.10143
H: -0.22195 -2.38034 -0.61399
N: 2.74218 1.04848 -0.18007
O: -3.51491 0.42852 -0.41848

The following is a DFT calculation (ωB97M-V/def2-TZVPD) of a single C9H9NO2 molecule.

Values from the calculation:
Maximum force: 4.58 eV/Å
Energy above the lowest of the compared OMol25 structures with the same formula, charge and spin: 47.9 kcal/mol
M: 163.18 g/mol
Highest occupied orbital energy: -8.68 eV
Charge: 0
LUMO level: 0.459 eV
Kohn-Sham gap: 0.33595 Eh
E_tot: -553.53967 Ha

CARTESIAN COORDINATES (ANGSTROEM)
O: 2.03416 -2.19101 -1.83251
C: 1.60040 -1.34879 -1.03444
C: 2.49728 -0.23773 -0.68273
C: 1.68544 0.70749 0.21926
C: 0.17903 0.85932 -0.07006
C: -0.55307 1.95395 0.45628
C: -1.93518 1.78716 0.69417
C: -2.49595 0.46851 0.57176
C: -1.70025 -0.59472 0.12545
O: -2.18180 -1.83175 -0.11004
C: -0.40033 -0.40285 0.01735
N: 0.45142 -1.56885 -0.16395
H: 2.93708 0.07448 -1.64614
H: 3.43868 -0.79037 -0.13161
H: 1.59035 0.02896 1.10634
H: 2.18956 1.59718 0.44128
H: -0.15988 2.98518 0.47284
H: -2.63288 2.65738 0.90200
H: -3.60574 0.35441 0.42325
H: -2.78874 -2.21336 0.57981
H: -0.14957 -2.29461 -0.33831

The following is a DFT calculation (ωB97M-V/def2-TZVPD) of a molecular structure, C9H9NO5SeY.

Values from the calculation:
Maximum force: 0.41 eV/Å
Energy above the lowest of the compared OMol25 structures with the same formula, charge and spin: 0.8 kcal/mol
M: 379.04 g/mol
Highest occupied orbital energy: -11.95 eV
Charge: +1
LUMO level: -4.282 eV
Kohn-Sham gap: 0.28188 Eh
E_tot: -3218.95659 Ha

CARTESIAN COORDINATES (ANGSTROEM)
Y: 0.32483 -0.98857 -1.67253
O: 1.06272 0.42507 2.31097
C: 0.86146 -0.56184 1.48201
O: 1.22877 -0.51086 0.30653
C: 0.23352 -1.75152 2.18372
O: -0.20766 -2.78802 1.36300
C: -1.58556 -2.77174 0.96552
C: -1.54511 -1.93844 -0.28877
O: -1.35944 -0.68916 -0.15497
O: -1.34221 -2.46771 -1.42373
H: 1.54578 1.15079 1.88425
H: -0.54046 -1.36445 2.85158
H: 1.03559 -2.15452 2.81051
H: -2.22212 -2.32675 1.73034
H: -1.86698 -3.79976 0.76400
Se: 2.31992 -2.66657 -2.00581
C: 1.75719 -2.00365 -3.71990
C: 0.41980 -2.01828 -4.13443
C: 0.06632 -1.38761 -5.33790
N: 0.93302 -0.78080 -6.12712
C: 2.21867 -0.80074 -5.74446
C: 2.67094 -1.37568 -4.57141
H: -0.33492 -2.64311 -3.65750
H: -0.96579 -1.41352 -5.67191
H: 2.92115 -0.31584 -6.41213
H: 3.71940 -1.32758 -4.31140

The following is a DFT calculation (ωB97M-V/def2-TZVPD) of a single C9H9NOS molecule.

Values from the calculation:
Maximum force: 7.97 eV/Å
Energy above the lowest of the compared OMol25 structures with the same formula, charge and spin: 66.7 kcal/mol
M: 179.24 g/mol
Highest occupied orbital energy: -8.38 eV
Charge: 0
LUMO level: 0.586 eV
Kohn-Sham gap: 0.32965 Eh
E_tot: -876.42630 Ha

CARTESIAN COORDINATES (ANGSTROEM)
O: -0.56006 3.70697 0.29971
C: -0.21022 2.34469 0.30679
C: 1.05738 1.89548 0.88418
C: 1.21444 0.52264 0.97006
C: 0.15571 -0.35401 0.65905
C: 0.13029 -1.75116 0.93211
C: 0.61945 -2.35365 -0.42222
N: -0.18264 -1.90234 -1.46926
C: -0.87161 -1.62015 -2.46099
S: -1.70257 -1.08447 -3.78271
C: -1.06829 0.13357 0.09534
C: -1.19543 1.47589 -0.03888
H: -0.06401 4.25374 1.12553
H: 1.84929 2.68837 1.11106
H: 2.35530 0.20453 1.15846
H: -0.80079 -2.20235 0.96961
H: 0.87591 -1.92196 1.81654
H: 1.65078 -2.08549 -0.67997
H: 0.53419 -3.50061 -0.53815
H: -1.91438 -0.49286 -0.16161
H: -1.87274 2.04317 -0.77466

The following is a DFT calculation (ωB97M-V/def2-TZVPD) of a molecular structure, C9H9NPS.

Values from the calculation:
Maximum force: 7.60 eV/Å
Energy above the lowest of the compared OMol25 structures with the same formula, charge and spin: 91.4 kcal/mol
M: 194.22 g/mol
Highest occupied orbital energy (alpha / beta): -12.18 / -12.18 eV
Charge: +1
LUMO level (alpha / beta): -5.944 / -5.947 eV
Kohn-Sham gap (alpha / beta): 0.22901 / 0.22890 Eh
E_tot: -1142.19207 Ha

CARTESIAN COORDINATES (ANGSTROEM)
C: 2.66589 -0.54934 1.03745
C: 3.30821 0.53890 0.34395
C: 1.33753 -0.58187 1.21152
C: 2.44881 1.59372 -0.08138
C: 0.50742 0.35106 0.69172
C: 1.09168 1.53300 0.01756
C: -1.44915 1.26435 -0.05372
C: -2.17270 -1.42735 -1.47296
C: -2.88490 1.38695 0.21303
N: -0.81230 0.28164 0.56997
P: -1.73099 -1.21312 0.91432
S: -0.29310 2.48431 -0.55233
H: 3.27402 -1.43920 1.35168
H: 4.38847 0.67885 0.22149
H: 0.84233 -1.41714 1.64276
H: 2.96838 2.43506 -0.34312
H: -2.84732 -2.13914 -1.82693
H: -1.41162 -1.03839 -2.01460
H: -3.25409 0.82833 1.11016
H: -3.12291 2.45392 0.45582
H: -3.61494 1.12775 -0.61289